{"formula": "C5H11NO", "method": "ωB97M-V/def2-TZVPD", "elements": ["C", "C", "C", "C", "C", "N", "H", "H", "H", "H", "H", "H", "H", "H", "H", "O", "H", "H"], "coordinates": [[1.52845, -0.97112, 3.09499], [0.50583, -0.61280, 2.06312], [0.50790, -1.15241, 0.87966], [-0.47538, -0.94035, -0.21067], [-1.58654, -1.64244, -0.41125], [-2.48011, -1.61721, -1.47050], [1.86986, -0.13042, 3.70330], [1.08738, -1.72936, 3.75181], [2.44605, -1.44103, 2.73183], [-0.30108, 0.03360, 2.38537], [1.40456, -1.63638, 0.50267], [0.01742, -0.36967, -0.99971], [-1.73913, -2.49157, 0.24996], [-2.80975, -2.54604, -1.67313], [-2.28716, -1.07412, -2.29625], [1.56939, 5.50140, -3.10660], [1.94576, 5.16154, -2.28663], [0.63412, 5.26973, -3.07281]], "e_above_lowest_kj_mol": 220.6, "lumo_energy_ev": 0.8, "energy_ev": -8899.411, "smiles": "C/C=C/C=C/N.O", "largest_force_ha_per_bohr": 0.041}



{"formula": "C5H11NO", "method": "ωB97M-V/def2-TZVPD", "elements": ["C", "N", "C", "O", "C", "C", "C", "H", "H", "H", "H", "H", "H", "H", "H", "H", "H", "H"], "coordinates": [[2.42671, 0.50898, -0.28252], [1.61163, -0.71739, -0.28422], [0.54681, -0.31708, 0.56841], [0.69461, -0.20400, 1.76240], [-0.73642, 0.00342, -0.16852], [-1.44345, -1.35052, -0.20557], [-1.56403, 1.10293, 0.47989], [1.78179, 1.34636, 0.04324], [2.81690, 0.74051, -1.27427], [3.21603, 0.40990, 0.45839], [1.26734, -0.90781, -1.22331], [-0.46984, 0.31457, -1.18855], [-1.64821, -1.65993, 0.82525], [-0.79194, -2.10567, -0.66231], [-2.37817, -1.30744, -0.76688], [-2.51969, 1.19798, -0.04768], [-1.75609, 0.87233, 1.53042], [-1.05399, 2.07285, 0.43582]], "e_above_lowest_kj_mol": 99.6, "lumo_energy_ev": 0.9, "energy_ev": -8900.665, "smiles": "CNC(=O)C(C)C", "largest_force_ha_per_bohr": 0.013}



{"formula": "C5H11NO", "method": "ωB97M-V/def2-TZVPD", "elements": ["C", "C", "C", "C", "C", "N", "O", "H", "H", "H", "H", "H", "H", "H", "H", "H", "H", "H"], "coordinates": [[-0.25692, 0.48292, -1.51282], [-0.46270, 0.54191, -0.04922], [-2.03071, 0.83343, 0.20211], [-0.00292, -0.81995, 0.46935], [1.39068, -0.62819, 1.10999], [2.53105, -0.83332, 0.44286], [1.39522, -0.59692, 2.33914], [-0.78287, -0.28651, -2.13424], [-0.67203, 1.46623, -1.77642], [0.79080, 0.54009, -1.89368], [0.10919, 1.40733, 0.47729], [-2.20195, 0.57594, 1.20308], [-2.71268, 0.24952, -0.50658], [-2.37564, 1.85367, 0.00165], [-0.65215, -1.18616, 1.27458], [0.13135, -1.55861, -0.32107], [3.26571, -1.01487, 1.14994], [2.53656, -1.02650, -0.47598]], "e_above_lowest_kj_mol": 125.3, "lumo_energy_ev": 0.9, "energy_ev": -8900.399, "smiles": "CC(C)CC(N)=O", "largest_force_ha_per_bohr": 0.086}



{"formula": "C5H11NO", "method": "ωB97M-V/def2-TZVPD", "elements": ["C", "C", "C", "N", "C", "C", "O", "H", "H", "H", "H", "H", "H", "H", "H", "H", "H", "H"], "coordinates": [[-0.97486, -1.47214, -0.40648], [-0.57284, -0.01439, -0.59983], [-1.43833, 0.86379, 0.30887], [0.86966, 0.22234, -0.30450], [1.59865, -0.66531, 0.57628], [1.26137, 1.53754, -0.32150], [0.77314, 2.36921, -1.05647], [-0.79950, -1.81060, 0.62167], [-2.04791, -1.58534, -0.59969], [-0.44498, -2.14201, -1.08287], [-0.71995, 0.26819, -1.64814], [-1.07435, 1.88590, 0.25472], [-2.50035, 0.84151, 0.02786], [-1.35105, 0.52143, 1.34774], [1.12195, -0.74745, 1.56024], [1.71005, -1.66841, 0.14625], [2.59849, -0.24176, 0.70505], [1.99082, 1.83750, 0.47081]], "e_above_lowest_kj_mol": 77.2, "lumo_energy_ev": 0.9, "energy_ev": -8900.897, "smiles": "CC(C)N(C)C=O", "largest_force_ha_per_bohr": 0.014}



{"formula": "C5H11NO", "method": "ωB97M-V/def2-TZVPD", "elements": ["C", "C", "C", "N", "C", "C", "O", "H", "H", "H", "H", "H", "H", "H", "H", "H", "H", "H"], "coordinates": [[-1.84259, 0.20267, -0.82842], [-0.63220, -0.47080, -0.20849], [-0.62517, -0.68601, 1.31765], [0.65680, 0.04051, 1.43763], [0.67800, 0.35748, 0.00029], [1.92745, -0.06821, -0.74514], [0.54850, 1.73958, -0.22780], [-1.70581, 0.37644, -1.89999], [-2.73153, -0.42663, -0.70590], [-2.05276, 1.17161, -0.36431], [-0.41368, -1.40491, -0.73794], [-1.43229, -0.16765, 1.85162], [-0.60929, -1.72773, 1.65513], [1.43185, -0.54425, 1.73301], [1.82642, 0.13656, -1.81430], [2.13826, -1.13333, -0.61323], [2.77836, 0.51309, -0.37507], [0.05967, 2.09157, 0.52524]], "e_above_lowest_kj_mol": 125.3, "lumo_energy_ev": 1.0, "energy_ev": -8900.399, "smiles": "C[C@@H]1CN[C@]1(C)O", "largest_force_ha_per_bohr": 0.007}



{"formula": "C5H11NO", "method": "ωB97M-V/def2-TZVPD", "elements": ["C", "O", "C", "C", "C", "C", "N", "H", "H", "H", "H", "H", "H", "H", "H", "H", "H", "H"], "coordinates": [[1.16368, -0.59364, -0.53223], [2.99578, -0.30389, 1.38415], [0.24647, 0.07661, 0.29472], [-1.19039, 0.82339, -0.39576], [-1.78626, -0.09764, -1.36754], [-2.89749, -0.79829, -1.18776], [0.68511, 0.97195, 1.38236], [1.09264, -1.67675, -0.57606], [2.03003, -0.10794, -0.97495], [2.62903, -0.95349, 0.75811], [-0.41691, -0.66231, 0.76843], [-1.64591, 0.80673, 0.58631], [-0.83916, 1.81845, -0.65029], [-1.13575, -0.34152, -2.20377], [-3.28123, -1.43595, -1.97893], [-3.47320, -0.71150, -0.27451], [1.49374, 0.26573, 1.59757], [1.18657, 1.70939, 0.88109]], "e_above_lowest_kj_mol": 743.7, "lumo_energy_ev": -2.5, "energy_ev": -8893.989, "largest_force_ha_per_bohr": 0.076}



{"formula": "C5H11NO", "method": "ωB97M-V/def2-TZVPD", "elements": ["C", "C", "C", "N", "C", "C", "O", "H", "H", "H", "H", "H", "H", "H", "H", "H", "H", "H"], "coordinates": [[0.00572, -1.21936, -2.16841], [0.09642, -0.01121, -1.25820], [-1.15633, 0.69462, -0.92545], [-0.43816, -0.00993, 0.12290], [0.21994, 0.93558, 1.04844], [0.76988, 0.17114, 2.24130], [-0.26245, -0.57905, 2.83378], [0.93771, -1.78924, -2.20778], [-0.23199, -0.91425, -3.19974], [-0.80177, -1.87522, -1.83303], [1.04328, 0.50845, -1.25538], [-2.07530, 0.19004, -1.21653], [-1.22230, 1.77844, -0.86781], [1.00061, 1.55891, 0.57373], [-0.55624, 1.61915, 1.41409], [1.60712, -0.47127, 1.92360], [1.15043, 0.86603, 2.99943], [-0.71592, -0.99517, 2.08282]], "e_above_lowest_kj_mol": 210.7, "lumo_energy_ev": 1.1, "energy_ev": -8899.514, "smiles": "C[C@H]1CN1CCO", "largest_force_ha_per_bohr": 0.014}



{"formula": "C5H11NO", "method": "ωB97M-V/def2-TZVPD", "elements": ["C", "C", "C", "C", "N", "C", "O", "H", "H", "H", "H", "H", "H", "H", "H", "H", "H", "H"], "coordinates": [[-1.05548, -1.49676, -1.01840], [-1.46479, -0.03144, -0.78734], [-0.68243, 0.74882, 0.28569], [0.73604, 0.26732, 0.55319], [1.68766, 0.64076, -0.49698], [1.29376, 0.77761, 1.86920], [0.81231, 1.64295, 2.54062], [-1.12484, -2.04790, -0.09591], [-0.04018, -1.47467, -1.41672], [-1.65574, -1.99995, -1.77153], [-1.28085, 0.43818, -1.74681], [-2.51620, 0.13175, -0.59756], [-1.20264, 0.70060, 1.24384], [-0.66946, 1.79870, 0.00356], [0.68510, -0.82554, 0.69467], [2.63331, 0.50206, -0.15467], [1.61660, -0.02319, -1.26235], [2.22782, 0.25071, 2.15750]], "e_above_lowest_kj_mol": 130.0, "lumo_energy_ev": 0.8, "energy_ev": -8900.350, "smiles": "CCC[C@@H](N)C=O", "largest_force_ha_per_bohr": 0.017}



{"formula": "C5H11NO", "method": "ωB97M-V/def2-TZVPD", "elements": ["C", "C", "N", "C", "C", "C", "O", "H", "H", "H", "H", "H", "H", "H", "H", "H", "H", "H"], "coordinates": [[1.54743, -1.41541, 0.96586], [0.14087, -1.54622, 0.39706], [-0.51842, -0.25078, 0.39562], [-1.61128, -0.00483, -0.52670], [-0.30671, 0.66635, -0.74637], [0.01767, 2.00843, -0.31291], [-0.21035, 2.29725, 0.96579], [2.05238, -2.38653, 0.97860], [1.51885, -1.02835, 1.99024], [2.14668, -0.72690, 0.35906], [0.18042, -1.94636, -0.62783], [-0.45376, -2.24401, 0.99977], [-1.85340, -0.80493, -1.23090], [-2.47177, 0.54733, -0.15444], [0.05334, 0.63144, -1.81175], [0.71877, 2.66434, -0.78510], [-0.44763, 2.09853, -2.22864], [-0.50308, 1.44066, 1.37263]], "e_above_lowest_kj_mol": 607.0, "lumo_energy_ev": [0.2, 0.5], "energy_ev": -8895.407, "largest_force_ha_per_bohr": 0.024}



{"formula": "C5H11NO", "method": "ωB97M-V/def2-TZVPD", "elements": ["N", "C", "C", "C", "C", "C", "H", "H", "H", "H", "H", "H", "H", "H", "H", "H", "H", "O"], "coordinates": [[-2.32542, 0.85206, 0.12411], [-1.28468, -0.15964, 0.48282], [0.01593, 0.52343, 0.73707], [1.23837, 0.13195, 0.13196], [2.60666, 0.46324, 0.29071], [3.81938, -0.14287, -0.53151], [-1.99197, 1.27000, -0.81514], [-1.80918, -0.74200, 1.29065], [-1.34224, -0.90888, -0.38934], [0.08428, 1.19404, 1.57936], [0.89254, -0.75289, -0.44908], [2.80034, 1.47538, 0.55739], [4.50831, -0.82689, 0.07442], [4.41559, 0.75440, -0.85283], [3.48768, -0.47611, -1.55748], [-3.58356, -1.59090, -1.51736], [-3.10834, 0.23877, -0.15310], [-3.30619, -1.31199, -0.66281]], "e_above_lowest_kj_mol": 747.0, "lumo_energy_ev": -3.2, "energy_ev": -8893.955, "largest_force_ha_per_bohr": 0.072}



What did the tenth record say?
{"formula": "C5H11NO", "method": "ωB97M-V/def2-TZVPD", "elements": ["N", "C", "C", "C", "C", "C", "H", "H", "H", "H", "H", "H", "H", "H", "H", "H", "H", "O"], "coordinates": [[-2.32542, 0.85206, 0.12411], [-1.28468, -0.15964, 0.48282], [0.01593, 0.52343, 0.73707], [1.23837, 0.13195, 0.13196], [2.60666, 0.46324, 0.29071], [3.81938, -0.14287, -0.53151], [-1.99197, 1.27000, -0.81514], [-1.80918, -0.74200, 1.29065], [-1.34224, -0.90888, -0.38934], [0.08428, 1.19404, 1.57936], [0.89254, -0.75289, -0.44908], [2.80034, 1.47538, 0.55739], [4.50831, -0.82689, 0.07442], [4.41559, 0.75440, -0.85283], [3.48768, -0.47611, -1.55748], [-3.58356, -1.59090, -1.51736], [-3.10834, 0.23877, -0.15310], [-3.30619, -1.31199, -0.66281]], "e_above_lowest_kj_mol": 747.0, "lumo_energy_ev": -3.2, "energy_ev": -8893.955, "largest_force_ha_per_bohr": 0.072}